[1]
This record from the OMol25 dataset describes a molecular structure, C20H35AsF3O4S in a non-equilibrium geometry. The level of theory is the ωB97M-V functional and the def2-TZVPD basis.

XYZ file:
```
64
Properties=species:S:1:pos:R:3
C 1.21 -1.59 0.63
C 2.77 -1.72 0.43
C 3.05 -2.56 -0.88
C 3.28 -2.66 1.65
C 3.59 -0.38 0.55
C 3.04 0.86 -0.25
C 2.63 0.57 -1.75
C 4.25 1.91 -0.31
C 1.85 1.63 0.44
C 1.46 1.47 1.83
C 0.33 2.14 2.47
C -0.49 3.06 1.66
O -1.61 3.68 2.25
C -2.79 3.04 1.68
C -3.62 2.23 2.74
O -3.13 0.90 2.89
C -3.57 0.04 1.83
C -2.35 -0.49 0.95
As -2.80 -0.71 -1.00
C -2.74 -2.78 -0.89
F -3.44 -3.26 0.22
F -1.42 -3.28 -0.88
F -3.34 -3.42 -1.99
S -3.10 -0.74 -3.32
C -1.74 -1.67 -4.18
O -4.45 -1.18 -3.75
O -2.94 0.67 -3.80
C -0.10 3.23 0.27
C 1.03 2.56 -0.36
H 0.73 -2.60 0.54
H 0.73 -0.83 -0.03
H 1.05 -1.23 1.69
H 4.12 -2.60 -1.20
H 2.65 -3.60 -0.69
H 2.38 -2.14 -1.69
H 3.44 -3.71 1.31
H 4.23 -2.20 2.06
H 2.52 -2.64 2.47
H 3.67 -0.10 1.64
H 4.65 -0.56 0.20
H 2.63 1.54 -2.33
H 1.59 0.18 -1.81
H 3.40 -0.13 -2.18
H 4.63 2.13 0.72
H 3.99 2.83 -0.90
H 5.06 1.38 -0.89
H 2.03 0.76 2.48
H 0.10 1.95 3.54
H -2.51 2.31 0.87
H -3.41 3.82 1.15
H -3.67 2.79 3.71
H -4.70 2.21 2.37
H -3.99 -0.88 2.33
H -4.38 0.46 1.19
H -1.49 0.24 1.03
H -1.98 -1.47 1.36
H -1.26 -0.75 -1.29
H -2.82 0.86 -1.12
H -4.34 -0.79 -0.74
H -1.66 -1.28 -5.23
H -1.96 -2.77 -4.18
H -0.75 -1.44 -3.70
H -0.73 3.90 -0.37
H 1.20 2.76 -1.44
```

LUMO energy = 2.501 eV
Kohn-Sham gap = 7.3654 eV
Electronic energy = -4017.409681 a.u.
Spin multiplicity = 1
Net charge = -1

[2]
This record from the OMol25 dataset describes a molecular structure, C20H35BCrF10O14 in a non-equilibrium geometry. The level of theory is the ωB97M-V functional and the def2-TZVPD basis.

XYZ file:
```
81
Properties=species:S:1:pos:R:3
Cr 0.08 -2.53 -1.13
B 0.23 0.13 -0.12
F -0.56 -0.98 0.33
F 1.17 -0.48 -1.02
F -0.55 1.04 -0.84
F 0.86 0.77 0.94
C 1.60 -4.18 -4.50
C 1.94 -4.35 -3.01
C 2.92 -3.28 -2.51
O 0.77 -4.35 -2.31
H 2.53 -4.09 -5.06
H 0.99 -3.29 -4.64
H 1.06 -5.06 -4.84
H 2.43 -5.33 -2.91
H 3.32 -3.55 -1.54
H 2.49 -2.28 -2.47
H 3.79 -3.21 -3.18
C 3.09 2.16 -1.93
C 2.28 3.38 -1.59
O 1.76 3.96 -2.81
C 2.51 4.87 -3.41
O 3.47 5.42 -2.98
C 1.96 5.22 -4.82
F 2.96 5.23 -5.69
F 1.03 4.38 -5.24
F 1.42 6.45 -4.79
H 3.97 2.43 -2.54
H 2.59 1.41 -2.54
H 3.52 1.69 -1.05
H 2.88 4.12 -1.08
H 1.40 3.07 -1.04
C -0.92 0.44 3.59
C -1.56 1.20 4.72
O -0.64 2.05 5.40
C 0.34 1.47 6.11
O 0.34 0.14 6.33
C 1.40 2.34 6.64
F 2.09 2.97 5.65
F 0.92 3.34 7.41
F 2.27 1.63 7.36
H -0.26 -0.37 3.91
H -0.33 1.12 2.98
H -1.66 -0.02 2.94
H -2.08 0.53 5.41
H -2.32 1.88 4.34
C 0.70 -0.07 -4.48
O -0.71 0.06 -4.37
C -1.35 -0.66 -3.47
O -0.87 -1.54 -2.78
O -2.60 -0.27 -3.41
C -3.44 -0.81 -2.39
H 1.14 0.92 -4.44
H 0.95 -0.54 -5.43
H 1.09 -0.69 -3.68
H -4.06 0.02 -2.08
H -2.86 -1.20 -1.55
H -4.02 -1.65 -2.77
C 0.99 -5.57 0.94
O 1.60 -4.78 1.94
C 1.77 -3.49 1.66
O 1.34 -2.93 0.68
O 2.46 -2.93 2.63
C 2.66 -1.53 2.56
H 0.62 -6.48 1.40
H 1.67 -5.82 0.12
H 0.10 -5.08 0.52
H 1.82 -0.99 2.12
H 3.56 -1.28 2.00
H 2.80 -1.13 3.56
C -7.21 1.98 3.61
O -6.51 2.16 2.37
C -5.24 1.78 2.40
O -4.67 1.26 3.32
O -4.69 2.08 1.21
C -3.39 1.60 0.98
H -8.23 2.27 3.41
H -6.73 2.55 4.40
H -7.11 0.93 3.92
H -2.93 0.99 1.75
H -2.68 2.40 0.78
H -3.44 0.96 0.10
```

LUMO energy (spin up / spin down) = 0.209 / -3.033 eV
Kohn-Sham gap (spin up / spin down) = 6.1429 / 7.9703 eV
Electronic energy = -3904.461638 a.u.
Spin multiplicity = 9
Net charge = 0

[3]
This record from the OMol25 dataset describes a molecular structure, C20H35ClN4O5PRuS in a non-equilibrium geometry. The level of theory is the ωB97M-V functional and the def2-TZVPD basis.

XYZ file:
```
68
Properties=species:S:1:pos:R:3
Ru 6.94 -1.05 18.03
C 5.61 2.53 15.52
P 4.85 1.14 16.31
C 3.17 1.58 16.78
C 4.64 -0.29 15.18
O 5.69 0.74 17.57
H 4.96 2.94 14.78
H 6.49 2.29 14.92
H 5.83 3.35 16.26
H 2.71 0.74 17.28
H 2.64 1.83 15.86
H 3.23 2.48 17.42
H 3.94 -0.05 14.36
H 4.18 -1.05 15.83
H 5.57 -0.68 14.77
C 8.33 1.34 19.37
N 9.49 2.20 19.73
C 10.18 2.59 18.46
N 10.64 1.43 17.67
C 9.41 0.71 17.32
N 8.67 0.15 18.53
C 9.67 -0.62 19.41
N 10.82 0.13 19.71
C 10.42 1.32 20.47
C 11.46 0.57 18.45
H 7.61 1.96 18.82
H 7.94 1.02 20.34
H 11.01 3.24 18.69
H 9.44 3.25 17.87
H 9.57 -0.07 16.59
H 8.67 1.38 16.77
H 9.99 -1.46 18.78
H 9.18 -0.95 20.31
H 11.29 1.90 20.84
H 9.95 1.00 21.43
H 11.81 -0.29 17.84
H 12.33 1.09 18.82
C 3.94 -2.76 20.62
S 4.55 -1.46 19.50
C 4.16 -0.06 20.59
O 6.18 -1.51 19.83
H 4.63 -2.93 21.46
H 3.73 -3.67 20.01
H 3.00 -2.41 21.07
H 3.10 -0.16 20.72
H 4.39 0.86 20.05
H 4.63 -0.12 21.59
C 11.24 -5.29 16.29
C 10.39 -6.32 15.59
C 10.91 -7.47 15.04
C 10.10 -8.45 14.48
Cl 10.77 -9.78 13.58
C 8.71 -8.45 14.80
C 8.09 -7.26 15.21
C 8.94 -6.19 15.55
O 8.38 -4.97 15.91
C 7.52 -4.97 17.07
C 7.33 -3.44 17.44
O 6.16 -2.95 17.31
O 8.32 -2.79 17.82
H 11.47 -4.51 15.49
H 12.11 -5.71 16.70
H 10.64 -4.72 17.03
H 12.01 -7.58 15.03
H 8.22 -9.43 14.59
H 7.01 -7.22 15.33
H 7.99 -5.47 17.93
H 6.53 -5.39 16.87
```

LUMO energy (spin up / spin down) = -10.081 / -11.235 eV
Kohn-Sham gap (spin up / spin down) = 6.3274 / 5.1821 eV
Electronic energy = -2671.883642 a.u.
Spin multiplicity = 5
Net charge = +3